Molecular formula: C37H36BMgN7O2
Method: DFT, ωB97M-V/def2-TZVPD

Calculated values
Electronic energy = -59606.767 eV
LUMO = 0.19 eV
ΔE to the lowest compared entry with this formula, charge and spin = 0.00 kcal per mole
Kohn-Sham gap = 7.2793 eV
Highest occupied orbital energy = -0.2604 Eh

The geometry in XYZ format:
```
84
Properties=species:S:1:pos:R:3:mulliken_charge:R:1
C 0.630 0.650 -2.713 -1.133
H 4.345 -1.919 0.316 0.284
C -2.958 3.696 3.375 -0.419
H 1.495 3.469 2.342 0.293
H -7.003 -1.608 -5.117 0.383
H 0.543 2.415 0.304 -1.874
C 1.582 -2.435 -1.116 0.248
H 5.935 2.433 -0.642 0.396
H 5.877 0.094 0.151 0.462
C -0.145 -1.455 3.902 -0.853
H 2.081 -0.055 2.949 0.540
H 4.708 -2.550 2.682 0.457
C 3.839 2.745 -0.275 -0.693
N 0.705 -1.377 -1.321 0.156
C 2.482 -4.473 -0.322 -0.655
C 2.644 2.196 0.169 -0.026
C 1.262 -0.615 -2.217 -0.058
O -3.206 -0.931 -2.605 -0.554
H -3.267 5.166 1.831 0.423
N -1.571 1.373 0.258 0.357
H -0.782 2.774 -2.521 0.462
C 3.864 -1.326 1.099 0.037
N -0.747 0.675 -2.260 0.068
H -1.732 0.527 2.982 0.155
C -2.448 3.290 1.113 0.179
N -2.276 3.406 -0.259 0.092
H 0.423 -1.263 4.800 0.535
N 1.384 0.303 1.034 1.051
C -5.147 -1.178 -4.131 -0.902
C -6.270 -2.599 -1.948 -1.118
C -5.006 -2.054 -1.884 0.735
H -7.973 -2.835 -3.227 0.384
H 2.286 4.697 1.350 0.365
C 1.292 -0.214 2.204 -0.706
C 3.612 -4.288 -1.134 -0.440
H 0.517 4.627 1.441 0.428
C 2.613 0.868 0.632 -0.047
B -2.950 -1.378 -1.257 0.875
C -1.755 2.234 -0.702 0.324
C 1.455 -3.550 -0.295 -0.477
C 2.704 -2.265 -1.931 0.525
H -3.324 4.342 4.162 0.395
H 4.158 -0.962 3.223 0.334
H -1.335 0.017 -2.761 0.341
H -2.519 -2.600 1.929 0.486
H 4.621 -3.045 -2.577 0.441
C 4.642 -1.497 2.405 -1.591
H -6.689 -3.139 -1.110 0.486
C -2.532 2.400 3.698 -0.940
C 4.972 0.692 0.162 -0.790
H 2.423 -5.354 0.303 0.440
C -4.461 -1.360 -2.952 0.536
H -4.707 -0.638 -4.959 0.475
O -4.113 -2.078 -0.851 -0.419
C -2.007 2.001 1.426 0.493
C 1.428 4.026 1.405 -1.535
C -6.977 -2.422 -3.137 -0.462
N -0.755 -1.460 1.710 1.252
C -1.409 1.961 -2.140 -1.611
C 0.174 -1.011 2.618 -0.656
H 0.588 -3.668 0.342 0.426
H -1.892 -2.667 4.564 0.458
H 1.325 3.632 -0.714 0.618
C 5.008 1.999 -0.290 -1.223
H 0.738 0.701 -3.806 0.594
H 3.846 3.776 -0.613 0.494
C -2.929 4.168 2.077 -1.219
H -2.492 4.207 -0.826 0.202
C 3.749 -3.181 -1.952 -1.245
H 2.865 -1.739 1.218 -0.050
C -6.428 -1.726 -4.208 -0.605
C -1.340 -2.174 3.780 -0.830
H 4.398 -5.032 -1.119 0.391
H 3.077 -0.654 -3.296 0.216
H 5.657 -1.106 2.314 0.351
H -2.331 1.966 -2.727 0.458
H -2.585 2.072 4.728 0.478
C 3.797 0.108 0.634 0.878
N 2.469 -1.087 -2.625 0.078
C -2.054 1.530 2.736 0.064
H 1.163 1.506 -2.291 0.161
C -1.671 -2.148 2.424 -0.902
Mg -1.002 -0.682 -0.178 0.714
C 1.411 3.059 0.217 1.554
```

---

Molecular formula: C37H36Cl2N5O5V
Method: DFT, ωB97M-V/def2-TZVPD

Calculated values
Electronic energy = -107369.810 eV
LUMO (alpha / beta) = -2.96 / -2.52 eV
ΔE to the lowest compared entry with this formula, charge and spin = 31.81 kcal per mole
⟨S²⟩ = 0.762
Total charge = +1
Kohn-Sham gap (alpha / beta) = 7.2488 / 7.6943 eV
Highest occupied orbital energy (alpha / beta) = -0.3753 / -0.3753 Eh
Spin multiplicity = 2

The geometry in XYZ format:
```
86
Properties=species:S:1:pos:R:3:mulliken_spin:R:1
C -0.277 -2.475 -3.037 -0.005
C 1.405 0.509 0.249 -0.124
C -1.790 -2.890 3.153 0.001
Cl 1.737 -1.309 3.152 0.000
C 1.448 3.550 0.017 0.001
H -2.727 -6.488 1.898 0.000
H -2.123 -4.676 0.278 0.000
V -0.457 0.170 -0.153 1.050
H 2.379 -1.763 -3.432 0.000
Cl -0.161 0.988 3.089 0.001
H 1.866 -2.190 -0.350 -0.001
C 4.703 0.966 1.601 0.015
C -0.362 4.147 1.500 -0.003
H -4.060 -0.603 -3.498 0.000
H -3.708 -5.031 6.258 0.000
C -0.278 1.709 -4.066 -0.002
H 1.986 -3.414 -1.638 0.000
O -2.833 -5.944 4.627 0.000
H 0.454 2.248 -3.479 -0.002
C -1.513 -2.159 0.770 0.022
N -0.729 2.264 0.276 0.002
H 1.324 -0.350 -3.629 0.000
H 3.135 4.840 0.150 0.000
C -2.726 -5.121 5.781 0.000
C -2.216 0.276 -5.589 0.001
H -3.594 1.803 1.835 0.000
C 0.194 3.276 0.553 -0.001
O -0.784 -1.154 1.149 -0.006
C 1.314 -2.737 -1.115 0.002
C -2.881 0.438 -2.077 -0.002
H 2.410 -0.449 -2.229 0.004
H -0.953 0.725 -7.245 0.000
C 0.338 5.222 2.029 0.001
O -1.998 -2.250 -0.359 0.002
C -1.100 0.837 -6.180 0.000
H 0.705 1.965 -5.942 0.000
C 2.590 0.750 0.355 0.050
C 1.612 5.431 1.541 0.000
H 0.527 -3.317 -0.633 0.000
C -3.627 0.105 -0.827 -0.002
H -4.608 0.598 -0.831 0.000
C -1.802 2.565 0.970 0.002
C -2.498 -5.162 3.566 0.001
H 4.273 0.393 2.412 0.001
H -1.527 -1.899 3.496 0.000
C 3.951 1.173 0.443 0.008
H -0.607 -1.824 -3.848 0.000
H -2.316 4.071 2.356 0.000
C -1.392 1.143 -3.455 0.017
H -2.953 -0.262 -6.169 0.000
H 7.541 2.595 0.728 0.000
C 4.532 1.857 -0.631 0.011
H -1.141 -2.813 -2.469 0.000
H 1.979 0.855 4.048 0.000
O -0.003 -0.774 -1.324 -0.072
C 6.543 2.188 0.644 0.005
C -0.150 1.542 -5.432 0.000
C -2.338 0.435 -4.216 -0.005
H 0.775 -0.146 4.931 0.000
H -3.787 -0.973 -0.826 0.000
C 1.160 0.148 3.961 0.000
H 6.248 2.893 -1.363 0.000
C -2.131 -4.479 1.341 0.000
C 2.147 4.622 0.532 0.000
H -2.013 -5.563 6.482 0.000
C -3.086 1.817 0.866 0.004
H 3.969 1.991 -1.546 0.001
H -0.094 5.867 2.782 0.000
O -2.273 -3.836 5.376 0.000
H 0.227 -3.342 -3.461 0.000
C 0.687 -1.739 -2.102 -0.002
H 2.203 6.248 1.931 0.000
H 1.841 2.953 -0.788 -0.001
C -2.156 -3.887 4.016 0.000
N -1.776 1.130 -2.123 0.038
C 5.816 2.362 -0.526 -0.002
C -2.476 -5.492 2.232 0.000
H 6.558 1.317 2.601 0.000
C 1.778 -1.025 -2.906 -0.007
N -2.844 0.468 0.358 0.003
N -3.282 0.003 -3.302 0.001
C 5.986 1.476 1.697 -0.002
C -1.793 -3.209 1.786 -0.001
N -1.641 3.668 1.728 0.000
H -3.029 -0.211 1.085 0.001
H -3.728 2.363 0.167 -0.001
```

---

no.,F_max (eV/Å)
1,0.3
2,4.1